Record 1
C31H39MgN3OPSbSe4 as an isolated structure. Source: OMol25; level of theory: ωB97M-V with the def2-TZVPD basis set.

The value obtained for the relative energy (zero: lowest compared OMol25 entry of this formula, charge and spin) is 77.0 kcal per mole. The HOMO energy (spin up / spin down) is -12.480 / -12.480 eV. The calculation puts the gap between HOMO and LUMO (spin up / spin down) at 4.74 / 4.91 eV.

```
! RIJCOSX wB97M-V def2-TZVPD def2/J DEFGRID3
* xyz 2 1
H 1.1911 -2.7926 -5.5118
H 5.8724 -0.0278 0.2946
P 1.0566 1.7818 0.5641
H 0.1134 1.2770 5.3548
C 2.3755 4.1321 0.3718
C 0.8575 -6.5860 -1.4654
H 0.3877 -7.3319 -0.7384
H 2.1577 4.3600 -3.4438
C 1.7153 3.1299 -0.3914
H 0.9130 2.2499 -3.6391
Mg -0.5969 0.2378 -0.5551
H 5.1235 -2.1704 1.5266
C -6.2976 1.8761 1.5883
H 1.4997 0.8621 3.4503
Se -0.3731 -2.0821 3.9351
C 1.7749 -2.2013 -3.5026
N -4.6125 3.6569 1.2047
C 1.2053 -3.0467 -4.4692
H 2.3260 4.0777 1.4598
C 0.9577 2.2832 -2.5473
C 2.1933 -0.5998 1.3860
C 0.7069 -4.2798 -4.0425
H -1.2311 4.9650 3.4699
H 1.4822 -7.0334 -2.2557
C -4.8563 2.2213 1.3271
H -1.6931 -6.4282 -0.8528
C 0.5072 -4.4881 -2.6890
O -0.4750 0.5351 -2.7750
C 0.6744 2.4122 2.2065
H 0.6680 -3.7054 -0.6564
C 4.4738 -1.3230 1.3247
H -0.8891 -5.0832 -0.1375
H 3.9744 5.8647 -1.9916
H -0.0680 4.2589 1.4210
C -0.7021 4.0119 3.4921
C 0.8066 1.6731 3.3784
H -7.3405 0.2737 2.4011
C 3.1221 5.1540 -0.2496
H 4.1204 1.7230 -0.2039
H -5.1215 4.2102 1.8894
H -0.7061 -6.2655 -3.0706
C -1.2478 -5.4853 -1.0999
Se -2.7571 -0.3000 0.4315
H -4.7740 4.0690 0.2497
C 3.1276 -1.5514 1.6451
C -0.2288 -5.7659 -2.1392
H -5.6164 0.2508 2.8022
N -6.3793 0.4356 2.0570
C -0.6339 3.1712 4.6163
H 3.6795 5.8998 0.3083
H 1.5404 -6.0068 -0.8212
C 0.9275 -3.5557 -1.7054
C 2.4394 4.2714 -2.3790
H -6.1014 -0.1675 1.2956
Se -3.7332 -0.1729 4.0826
H 3.4447 -0.8925 -3.4641
H -0.9621 3.5660 5.5894
H 1.1046 -0.8023 1.7053
N 0.1541 1.5153 -1.9577
C 3.2463 5.1486 -1.6238
C 1.6700 -2.4849 -2.1323
H -1.2174 0.8827 -3.2837
H -2.0128 -4.8594 -1.6495
C 1.7504 3.2422 -1.8010
Se -3.3023 -4.0488 2.4554
Sb -2.4977 -1.7389 2.5749
C 3.8800 0.8435 0.3692
H -6.8390 2.4480 2.3628
C 4.8033 -0.2161 0.5965
C 2.5382 0.6159 0.8025
H 2.9127 -2.5081 2.0857
H 2.0474 -1.7285 -1.4252
H 2.5772 -0.9376 -5.0519
C -0.0916 3.6284 2.3151
H 1.8832 -0.0572 -3.6056
H -4.2556 1.7908 2.1902
H 0.5178 -5.0752 -4.7947
H -6.8489 2.0057 0.5964
C 0.0913 1.9493 4.5161
H -4.5621 1.7781 0.3870
C 2.4320 -0.9397 -3.9586
*
```

Charges obtained by Löwdin population analysis, quoted in units of e: atom 1 (H): 0.11, atom 2 (H): 0.13, atom 3 (P): 1.05, atom 4 (H): 0.10, atom 5 (C): -0.04, atom 6 (C): -0.08, atom 7 (H): 0.10, atom 8 (H): 0.14, atom 9 (C): -0.30, atom 10 (H): 0.16, atom 11 (Mg): 0.41, atom 12 (H): 0.12, atom 13 (C): -0.16, atom 14 (H): 0.09, atom 15 (Se): 0.24, atom 16 (C): -0.29, atom 17 (N): 0.00, atom 18 (C): -0.02, atom 19 (H): 0.11, atom 20 (C): -0.04, atom 21 (C): -0.19, atom 22 (C): -0.02, atom 23 (H): 0.11, atom 24 (H): 0.09, atom 25 (C): -0.37, atom 26 (H): 0.07, atom 27 (C): -0.19, atom 28 (O): -0.08, atom 29 (C): -0.36, atom 30 (H): 0.10, atom 31 (C): -0.06, atom 32 (H): 0.07, atom 33 (H): 0.12, atom 34 (H): 0.10, atom 35 (C): -0.07, atom 36 (C): -0.11, atom 37 (H): 0.18, atom 38 (C): -0.02, atom 39 (H): 0.10, atom 40 (H): 0.07, atom 41 (H): 0.17, atom 42 (C): -0.12, atom 43 (Se): 0.10, atom 44 (H): 0.10, atom 45 (C): -0.08, atom 46 (C): -0.41, atom 47 (H): -0.02, atom 48 (N): 0.14, atom 49 (C): -0.04, atom 50 (H): 0.13, atom 51 (H): 0.08, atom 52 (C): -0.05, atom 53 (C): 0.00, atom 54 (H): 0.13, atom 55 (Se): 0.03, atom 56 (H): 0.10, atom 57 (H): 0.12, atom 58 (H): 0.06, atom 59 (N): -0.13, atom 60 (C): -0.02, atom 61 (C): -0.06, atom 62 (H): 0.13, atom 63 (H): 0.11, atom 64 (C): -0.21, atom 65 (Se): 0.25, atom 66 (Sb): -0.12, atom 67 (C): -0.03, atom 68 (H): 0.14, atom 69 (C): -0.06, atom 70 (C): -0.31, atom 71 (H): 0.11, atom 72 (H): 0.10, atom 73 (H): 0.09, atom 74 (C): -0.09, atom 75 (H): 0.04, atom 76 (H): 0.04, atom 77 (H): 0.13, atom 78 (H): 0.15, atom 79 (C): -0.07, atom 80 (H): 0.04, atom 81 (C): -0.05

***

Record 2
C31H39N3OS7Zr as an isolated structure. Source: OMol25; level of theory: ωB97M-V with the def2-TZVPD basis set.

The value obtained for the relative energy (zero: lowest compared OMol25 entry of this formula, charge and spin) is 9.9 kcal per mole. The HOMO energy is -12.136 eV. The calculation puts the gap between HOMO and LUMO at 5.82 eV.

```
! RIJCOSX wB97M-V def2-TZVPD def2/J DEFGRID3
* xyz 2 1
C 12.0530 6.3419 13.9505
C 11.2239 8.9814 14.0105
H 17.6098 9.6060 9.7399
C 18.6599 6.5789 10.7456
S 12.9866 11.8255 10.1199
C 12.1056 7.0416 15.1736
C 9.9648 14.6062 12.1561
C 12.0206 12.9888 10.9965
H 12.4985 6.1841 11.0883
H 11.4767 5.3955 5.4043
C 10.4005 13.4644 12.8024
H 8.3609 10.0310 11.9415
H 19.5965 7.1594 10.6685
C 18.2164 6.3910 12.1735
S 16.3966 6.3125 12.3608
C 11.5181 7.5241 8.0452
S 14.4326 8.4822 11.5370
H 7.2359 8.7327 11.6897
N 7.5884 10.1816 10.1171
O 9.8638 10.4084 10.4201
C 11.4608 12.6930 12.2769
H 16.9442 7.7902 14.1302
H 9.8705 10.6960 13.7643
C 10.6108 14.9383 11.0005
C 11.6903 7.0968 6.7129
H 18.6896 7.1291 12.8769
C 6.4222 10.4740 9.2822
H 5.6236 9.8580 9.7256
C 10.5114 5.0529 7.2166
H 15.9482 9.5999 13.0902
H 12.4602 5.2917 13.7923
C 7.4272 9.8149 11.4885
C 11.6758 14.2807 10.4858
C 17.0911 8.9074 10.3988
H 12.2219 7.7184 5.9831
H 12.6557 6.6114 16.0523
H 9.9839 13.2247 13.7833
S 10.3027 7.2809 10.5014
H 10.7531 11.7061 8.7287
H 8.3888 9.8792 6.6488
S 12.1901 11.2314 12.9954
H 6.6012 10.4017 11.9194
H 10.1350 4.0550 6.9110
C 15.9891 7.5045 13.6452
H 9.1070 15.1266 12.5030
C 10.0045 11.7721 7.9207
H 11.8113 8.9712 16.0491
C 10.6596 6.7997 8.8689
C 11.6602 8.3456 15.1736
S 17.4082 7.2927 9.7010
Zr 11.8006 9.4800 10.9140
H 10.4805 11.3496 7.0010
N 8.9484 10.8972 8.3656
H 6.1392 11.5407 9.3565
C 11.2591 5.8030 6.3433
H 18.9204 5.6101 10.2958
N 11.1157 8.3088 12.8211
H 12.1837 14.5900 9.5970
H 11.1113 10.7489 15.1153
C 11.5021 6.9918 12.8093
C 11.4912 6.2797 11.5200
H 15.6346 10.4232 10.8776
H 18.5481 5.4170 12.5376
H 10.2126 15.7385 10.4366
H 9.3840 5.1105 9.0794
C 15.2131 8.7572 13.1233
H 9.6128 12.7763 7.8265
H 5.8528 10.4260 7.3006
C 10.9045 10.4292 14.0457
C 15.5956 9.4291 10.4563
S 12.3169 9.0851 8.4617
C 10.1666 5.5574 8.4543
H 15.0386 9.3750 9.5839
H 14.4558 8.9200 13.8753
C 8.8352 10.5131 9.6585
C 7.9657 10.5915 7.3775
C 6.6359 10.0202 7.8831
H 15.3202 6.9166 14.3045
H 17.5615 9.0377 11.3893
H 6.5811 8.8981 7.8472
H 11.0138 5.2898 11.6251
H 7.9037 11.5119 6.7660
*
```

Charges obtained by Löwdin population analysis, quoted in units of e: atom 1 (C): 0.03, atom 2 (C): -0.35, atom 3 (H): 0.08, atom 4 (C): -0.56, atom 5 (S): 0.57, atom 6 (C): 0.00, atom 7 (C): -0.07, atom 8 (C): -0.68, atom 9 (H): 0.11, atom 10 (H): 0.10, atom 11 (C): -0.08, atom 12 (H): 0.05, atom 13 (H): 0.09, atom 14 (C): -0.51, atom 15 (S): 0.81, atom 16 (C): -0.61, atom 17 (S): 0.75, atom 18 (H): 0.11, atom 19 (N): -0.07, atom 20 (O): -0.23, atom 21 (C): -0.52, atom 22 (H): 0.09, atom 23 (H): 0.10, atom 24 (C): -0.09, atom 25 (C): -0.08, atom 26 (H): 0.10, atom 27 (C): -0.14, atom 28 (H): 0.14, atom 29 (C): -0.07, atom 30 (H): 0.11, atom 31 (H): 0.16, atom 32 (C): -0.03, atom 33 (C): -0.08, atom 34 (C): -0.51, atom 35 (H): 0.12, atom 36 (H): 0.15, atom 37 (H): 0.11, atom 38 (S): 0.98, atom 39 (H): 0.02, atom 40 (H): 0.14, atom 41 (S): 0.93, atom 42 (H): 0.11, atom 43 (H): 0.13, atom 44 (C): -0.51, atom 45 (H): 0.11, atom 46 (C): -0.03, atom 47 (H): 0.13, atom 48 (C): -0.56, atom 49 (C): -0.01, atom 50 (S): 0.84, atom 51 (Zr): 1.11, atom 52 (H): 0.12, atom 53 (N): -0.09, atom 54 (H): 0.15, atom 55 (C): -0.04, atom 56 (H): 0.09, atom 57 (N): -0.06, atom 58 (H): 0.11, atom 59 (H): 0.11, atom 60 (C): -0.36, atom 61 (C): -0.32, atom 62 (H): 0.06, atom 63 (H): 0.07, atom 64 (H): 0.11, atom 65 (H): 0.12, atom 66 (C): -0.49, atom 67 (H): 0.11, atom 68 (H): 0.11, atom 69 (C): -0.34, atom 70 (C): -0.44, atom 71 (S): 0.60, atom 72 (C): -0.09, atom 73 (H): 0.00, atom 74 (H): 0.05, atom 75 (C): -0.38, atom 76 (C): -0.14, atom 77 (C): -0.13, atom 78 (H): 0.06, atom 79 (H): 0.08, atom 80 (H): 0.14, atom 81 (H): 0.12, atom 82 (H): 0.14

***

Record 3
C31H39N5O2P2Pb as an isolated structure. Source: OMol25; level of theory: ωB97M-V with the def2-TZVPD basis set.

The value obtained for the relative energy (zero: lowest compared OMol25 entry of this formula, charge and spin) is 69.2 kcal per mole. The HOMO energy (spin up / spin down) is -13.613 / -13.619 eV. The calculation puts the gap between HOMO and LUMO (spin up / spin down) at 3.68 / 4.35 eV.

```
! RIJCOSX wB97M-V def2-TZVPD def2/J DEFGRID3
* xyz 2 1
O -1.7227 1.9336 3.3925
H -4.7509 -4.0658 2.9972
H -0.1131 -2.9229 -0.2447
H 0.7472 2.3877 3.8487
H -2.8734 2.6287 -1.8689
C 0.6416 2.8828 -4.1517
C 3.9034 -1.2972 2.3607
C -3.0220 1.0061 1.0286
H 2.4224 -3.1343 0.0674
H -2.7000 2.5566 -4.1874
H -3.8092 3.0251 0.6727
H -1.8462 0.1251 -1.8892
P -1.4795 -1.3294 0.9411
C 3.0550 -2.7945 0.8731
H -1.1665 -1.3725 -4.0762
H 2.8529 2.7229 1.0369
H -3.2941 0.7222 2.0325
C -3.9909 -2.3088 0.2833
C -1.0499 -1.0950 5.2346
H 0.7926 3.9498 -3.9657
H 1.5944 0.2729 -2.3057
C -0.3669 -1.2032 3.8720
C -1.3926 0.8026 3.8194
C -0.3670 -1.8612 -0.3889
H 1.0876 -1.0693 -3.9912
C -1.8749 0.6230 -4.1150
H 1.6792 -1.4751 -1.1037
C -4.9426 -2.9772 1.0273
H -0.2862 -1.0186 6.0223
H 1.4776 2.5484 -4.8128
C -2.2392 0.6806 -1.0524
H -2.9368 -0.0115 5.0963
C 0.8747 0.7725 -2.9734
H 4.0054 -0.3336 2.8361
C 0.7155 2.0988 -2.8760
H 5.4874 1.4871 -2.2046
H 3.7763 -0.5255 -1.5349
H 5.3502 -2.6877 3.2732
C -2.9543 -3.1786 2.1221
Pb -0.0034 2.1839 1.0741
H 1.0898 0.3336 -5.0863
H 0.5556 -0.0886 -0.9861
C -0.8713 -0.4137 -4.5496
N -2.7528 -2.4195 0.9406
H 4.3428 -4.4776 1.4816
C -4.2825 -3.5158 2.1968
C -0.6432 2.6551 -4.9812
H -2.1122 -3.3884 2.7604
C 0.9233 -0.9871 -0.4635
H -0.9032 -1.7814 -1.3521
H -4.0634 -1.7654 -0.6441
C 3.8341 0.4716 -1.1214
C -1.8543 0.1878 5.1444
C 4.5719 -2.4981 2.5466
O 0.2245 -2.2080 3.4551
C -2.8158 1.9428 -1.0301
H 4.9028 3.5601 -0.5273
C 1.3864 2.0412 3.0375
H -2.8502 0.1873 -3.8104
H 0.7851 2.6436 -1.9296
C 3.3404 2.1923 0.2303
C 4.7063 1.5131 -1.4522
H -1.0204 3.6507 -5.2573
H 1.7403 1.0234 3.3101
H 2.2805 2.6837 2.9462
C -1.8045 1.9466 -4.3191
H -0.3624 2.1499 -5.9225
N 3.0022 0.8728 -0.0803
C 4.3956 2.6045 -0.5815
H -1.6438 0.8720 5.9768
C 0.6152 -0.0767 -4.1769
P 1.8251 -0.2638 0.9365
H -5.9922 -3.0652 0.7951
C 4.0418 -3.4457 1.6009
N -2.3843 0.0730 0.1920
N 2.9536 -1.4786 1.3367
C -3.3073 2.1461 0.2966
H -0.9108 -0.6094 -5.6467
N -0.5500 -0.0375 3.1409
H -1.6741 -1.9794 5.4236
*
```

Charges obtained by Löwdin population analysis, quoted in units of e: atom 1 (O): -0.07, atom 2 (H): 0.11, atom 3 (H): 0.11, atom 4 (H): 0.03, atom 5 (H): 0.10, atom 6 (C): -0.17, atom 7 (C): -0.11, atom 8 (C): -0.19, atom 9 (H): 0.10, atom 10 (H): 0.11, atom 11 (H): 0.12, atom 12 (H): 0.07, atom 13 (P): 1.20, atom 14 (C): -0.11, atom 15 (H): 0.10, atom 16 (H): 0.03, atom 17 (H): 0.11, atom 18 (C): -0.09, atom 19 (C): -0.07, atom 20 (H): 0.11, atom 21 (H): 0.05, atom 22 (C): -0.51, atom 23 (C): -0.52, atom 24 (C): -0.27, atom 25 (H): 0.12, atom 26 (C): -0.16, atom 27 (H): 0.09, atom 28 (C): -0.01, atom 29 (H): 0.14, atom 30 (H): 0.13, atom 31 (C): -0.18, atom 32 (H): 0.14, atom 33 (C): -0.16, atom 34 (H): 0.11, atom 35 (C): -0.10, atom 36 (H): 0.11, atom 37 (H): 0.11, atom 38 (H): 0.11, atom 39 (C): -0.10, atom 40 (Pb): 1.54, atom 41 (H): 0.12, atom 42 (H): 0.01, atom 43 (C): -0.16, atom 44 (N): -0.25, atom 45 (H): 0.11, atom 46 (C): -0.03, atom 47 (C): -0.17, atom 48 (H): 0.11, atom 49 (C): -0.42, atom 50 (H): 0.10, atom 51 (H): 0.12, atom 52 (C): -0.14, atom 53 (C): -0.06, atom 54 (C): -0.04, atom 55 (O): 0.03, atom 56 (C): -0.07, atom 57 (H): 0.11, atom 58 (C): -0.17, atom 59 (H): 0.12, atom 60 (H): 0.07, atom 61 (C): -0.20, atom 62 (C): -0.04, atom 63 (H): 0.11, atom 64 (H): 0.01, atom 65 (H): 0.04, atom 66 (C): -0.11, atom 67 (H): 0.12, atom 68 (N): -0.21, atom 69 (C): -0.06, atom 70 (H): 0.14, atom 71 (C): -0.17, atom 72 (P): 1.02, atom 73 (H): 0.12, atom 74 (C): -0.04, atom 75 (N): -0.21, atom 76 (N): -0.27, atom 77 (C): -0.08, atom 78 (H): 0.13, atom 79 (N): 0.02, atom 80 (H): 0.14